1.
This record from the OMol25 dataset describes a 2-piece molecular cluster, C3H10N4O overall in a non-equilibrium geometry. The level of theory is ωB97M-V/def2-TZVPD.

E	-414.3704	Ha
energy above the lowest of the compared OMol25 structures with the same formula, charge and spin	637.6	kJ/mol
gap between HOMO and LUMO	9.46	eV

```
! wB97M-V def2-TZVPD RIJCOSX def2/J DEFGRID3
* xyz 0 1
C 2.07574 1.45585 -0.35305
N 1.56077 0.84971 -1.32794
N 1.15635 -0.40554 -1.02338
C 1.58860 -0.79095 0.27228
C 2.22503 0.53714 0.85580
H 2.30146 2.52821 -0.26345
H 1.31922 -1.05504 -1.79366
H 2.18528 -1.74269 0.25876
H 0.65509 -1.14730 0.77048
H 1.80699 0.81783 1.77882
H 3.32075 0.43432 1.02142
N -3.74022 -0.26129 0.28809
O -2.33863 -0.20824 0.20686
N -1.85321 -0.93504 -0.87998
H -4.04670 -1.15098 0.45572
H -4.22293 0.53557 -0.28591
H -1.32120 -0.28195 -1.33997
H -1.24392 -1.58469 -0.46138
*
```

=====

2.
This record from the OMol25 dataset describes CH4N2O in the gas phase in a non-equilibrium geometry. The level of theory is ωB97M-V/def2-TZVPD.

E	-225.1506	Ha
energy above the lowest of the compared OMol25 structures with the same formula, charge and spin	371.3	kJ/mol
gap between HOMO and LUMO	10.96	eV

```
! wB97M-V def2-TZVPD RIJCOSX def2/J DEFGRID3
* xyz 0 1
H 2.27827 -0.83325 -1.02730
N 1.37662 -0.40342 -1.07379
N 0.99166 0.05391 0.00281
C -0.44378 0.44865 -0.07838
O 1.58851 0.06192 1.08053
H -0.78852 0.89569 0.84263
H -0.94215 -0.61352 -0.26224
H -0.65043 1.00982 -0.99768
*
```

=====

3.
This record from the OMol25 dataset describes a 2-piece molecular cluster, C4H9NO2 overall. The level of theory is ωB97M-V/def2-TZVPD.

E	-363.0315	Ha
energy above the lowest of the compared OMol25 structures with the same formula, charge and spin	141.9	kJ/mol
gap between HOMO and LUMO	10.80	eV

```
! wB97M-V def2-TZVPD RIJCOSX def2/J DEFGRID3
* xyz 0 1
C 1.15870 -0.66860 -1.37348
C 1.34448 0.79524 -0.99693
N 0.72545 1.10202 0.28981
C 1.02414 0.78985 1.42236
O 1.21552 0.55243 2.55442
H 0.09245 -0.91078 -1.42194
H 1.61708 -0.86587 -2.34800
H 1.63331 -1.32266 -0.63371
H 2.40504 1.06349 -0.94646
H 0.87649 1.44327 -1.74205
C -2.26907 -0.49071 1.02563
O -2.00664 0.19906 -0.17553
H -2.70409 0.15652 1.80288
H -2.99240 -1.27784 0.79726
H -1.36832 -0.96756 1.44362
H -1.24958 0.78027 -0.00824
*
```

=====

4.
This record from the OMol25 dataset describes a 15-piece molecular cluster, C21H62BN16O22 overall in a non-equilibrium geometry. The level of theory is ωB97M-V/def2-TZVPD.

E	-3394.0008	Ha
energy above the lowest of the compared OMol25 structures with the same formula, charge and spin	825.3	kJ/mol
gap between HOMO and LUMO	9.15	eV

```
! wB97M-V def2-TZVPD RIJCOSX def2/J DEFGRID3
* xyz -1 1
O -1.31707 0.72270 1.80659
C -1.28944 0.33279 0.60991
O -0.79579 -0.75756 0.18792
B -0.77255 -0.84355 -1.27433
O -1.22790 0.50344 -1.74224
C -1.59572 1.22380 -0.65460
O -1.91888 2.45472 -0.69034
O -1.74492 -1.78525 -1.82100
C -1.26274 -2.51095 -2.68221
O -1.97551 -3.40109 -3.21995
C 0.23409 -2.12215 -2.90456
O 0.52411 -1.21765 -1.95375
O 0.96198 -2.54826 -3.83570
O 0.10098 1.61061 -6.09227
H 0.83404 1.43743 -5.50164
H -0.57462 1.99125 -5.53110
O -4.46593 -8.70541 -3.43829
H -3.78490 -8.03339 -3.46688
H -4.48880 -8.98511 -2.52315
O -4.17628 -7.51069 -7.88830
H -3.86656 -6.92355 -7.19868
H -4.34692 -8.33886 -7.43968
C -0.14551 7.11556 -3.85805
O 0.48152 7.62328 -4.78120
N 0.21352 7.04996 -2.60560
N -1.26314 6.50156 -3.93559
H 1.16238 7.34255 -2.42083
H -0.41227 6.88137 -1.83097
H -1.77153 6.21601 -3.11091
H -1.62859 6.39837 -4.87149
C -3.35879 -5.04851 4.84692
O -3.33856 -6.24768 4.72035
N -2.23344 -4.37581 5.01934
N -4.45680 -4.32545 4.96833
H -2.21560 -3.37039 4.92500
H -1.34591 -4.85263 4.94846
H -5.28168 -4.89810 5.07675
H -4.39554 -3.38192 4.61325
C 0.54793 -10.00045 -5.58300
O 0.16272 -9.94746 -4.41878
N 0.83956 -8.94973 -6.31486
N 0.51484 -11.10495 -6.37806
H 0.68705 -8.00205 -6.00061
H 1.51896 -9.09659 -7.04761
H 0.78003 -10.87866 -7.32599
H 0.30026 -12.05073 -6.09602
C 2.57172 -7.64909 0.83197
O 3.32398 -7.77227 1.77178
N 2.85596 -7.22561 -0.38046
N 1.29506 -7.78204 0.97850
H 2.09841 -7.12549 -1.04092
H 3.79119 -6.84461 -0.39761
H 0.95917 -7.81340 1.93049
H 0.60443 -7.84811 0.24449
C 8.29414 -2.52419 -4.84563
O 8.36117 -3.59892 -4.23959
N 7.18321 -2.00698 -5.31635
N 9.35400 -1.77436 -5.05649
H 6.99082 -1.01592 -5.28627
H 6.36573 -2.59958 -5.29065
H 9.26343 -0.82811 -5.39780
H 10.20673 -2.05245 -4.59212
C -8.28464 1.66342 -2.18802
O -9.20885 1.60869 -1.35572
N -7.12871 1.09520 -2.09857
N -8.39762 2.30969 -3.33935
H -6.55890 1.26170 -2.91570
H -7.13059 0.34345 -1.42405
H -7.58553 2.38396 -3.93525
H -9.29381 2.64052 -3.66721
C 4.41767 3.13054 -2.80606
O 4.29109 2.31478 -3.64594
N 3.72422 3.37084 -1.70316
N 5.48197 3.87511 -2.70036
H 4.05877 4.04139 -1.02601
H 2.81768 2.95836 -1.53540
H 5.52595 4.66106 -2.06756
H 6.21295 3.79045 -3.39218
C -1.84274 6.06454 6.69909
O -1.59112 6.96400 7.46904
N -2.50242 4.98067 6.99324
N -1.39382 6.16682 5.44574
H -2.90756 4.80876 7.90231
H -2.62611 4.28989 6.26686
H -1.13846 7.04601 5.01921
H -1.55915 5.35594 4.86671
C 1.83820 -0.18529 8.15687
C 0.72059 0.29751 9.11554
C -0.50866 -0.66069 9.08500
O 1.31552 0.38188 10.39531
H 2.20145 -1.18410 8.39884
H 2.73994 0.42482 8.20907
H 1.41855 -0.23920 7.15234
H 0.38924 1.31254 8.89640
H -0.28170 -1.66213 9.45065
H -0.95449 -0.89065 8.11730
H -1.31126 -0.16242 9.62874
H 1.35863 -0.55530 10.59881
C 5.17828 -1.32678 2.22314
C 6.18419 -2.09084 1.44752
C 7.11973 -1.12685 0.80257
O 6.94968 -2.82697 2.34935
H 4.38700 -2.01748 2.51455
H 4.69419 -0.61246 1.55719
H 5.55333 -0.76767 3.08038
H 5.66672 -2.62255 0.64902
H 6.52622 -0.47865 0.15783
H 7.85452 -1.68980 0.22702
H 7.76961 -0.65968 1.54252
H 7.48258 -3.41835 1.81280
C -5.43770 9.18593 0.58075
C -5.39582 10.71270 0.83572
C -4.68838 11.45148 -0.25118
O -6.66293 11.26247 0.99788
H -4.45209 8.90059 0.21296
H -6.12314 8.93967 -0.23020
H -5.70139 8.76160 1.54951
H -4.74543 10.72610 1.71030
H -5.30663 11.37469 -1.14559
H -3.76181 10.91451 -0.45413
H -4.53072 12.52032 -0.10689
H -6.79748 12.15557 0.67251
*
```

=====

5.
This record from the OMol25 dataset describes C9H9I2IrMnNO4S as an isolated structure in a non-equilibrium geometry. The level of theory is ωB97M-V/def2-TZVPD.

E	-2950.8548	Ha
gap between HOMO and LUMO (alpha / beta)	6.09 / 4.71	eV

```
! wB97M-V def2-TZVPD RIJCOSX def2/J DEFGRID3
* xyz 4 9
I 3.57029 -1.46669 0.10361
I 4.12188 0.90138 -0.90284
Ir -0.66425 1.02189 0.53884
Mn -0.08491 -1.02751 -0.01700
S 0.68317 0.25182 -1.53251
C -1.34241 -1.73089 -1.04920
C -0.78527 -1.98968 1.46965
C 0.60025 -0.04284 -3.74190
C 1.59222 0.98900 -4.25088
C -0.85483 0.33048 -4.00366
C 0.94824 -1.45821 -4.08994
C -0.97792 2.09158 2.07106
C -1.75996 1.84533 -0.71104
O -1.20712 -2.36297 2.48793
O -2.20534 -2.05187 -1.77987
O -1.46366 2.67036 2.94827
O -2.56030 2.35539 -1.38215
H 1.51749 1.06709 -5.35308
H 2.61716 0.70417 -3.96208
H 1.41184 1.97631 -3.79097
H -0.98583 0.75882 -4.99899
H -1.23970 1.07315 -3.29691
H -1.52319 -0.52889 -3.92265
H 0.85576 -1.59857 -5.17156
H 0.27703 -2.16158 -3.59648
H 1.97048 -1.68197 -3.78466
N 1.02288 -0.10054 2.90268
C 0.56030 -0.16176 1.80553
*
```

=====

6.
This record from the OMol25 dataset describes C18H18CuN6O2 as an isolated structure in a non-equilibrium geometry. The level of theory is ωB97M-V/def2-TZVPD.

E	-2816.0460	Ha
energy above the lowest of the compared OMol25 structures with the same formula, charge and spin	0.0	kJ/mol
gap between HOMO and LUMO	7.69	eV

```
! wB97M-V def2-TZVPD RIJCOSX def2/J DEFGRID3
* xyz 1 1
Cu 0.11989 1.46583 0.04799
O 2.47438 -4.66341 -1.75692
C 3.39967 -3.72876 -1.33821
C 2.73830 -2.41336 -1.13369
C 3.45784 -1.26297 -0.61555
C 2.72537 -0.13048 -0.22912
N 1.43327 -0.02920 -0.49738
C 0.79015 -1.10811 -0.97818
C 1.38391 -2.32383 -1.23734
C -0.68915 -1.01689 -1.01471
C -1.50476 -2.08288 -1.42640
C -2.85966 -2.00728 -1.18173
C -3.77337 -3.22632 -1.31993
O -2.98356 -4.40155 -1.10134
C -3.39141 -0.80443 -0.76287
C -2.53013 0.25247 -0.40970
N -1.22733 0.15086 -0.54603
H 2.89602 -5.53313 -1.77286
H 4.18517 -3.53098 -2.08792
H 3.93245 -3.95092 -0.34875
H 4.53661 -1.24913 -0.53035
H 3.12594 0.68566 0.35365
H 0.68236 -3.15822 -1.37077
H -1.02922 -2.97037 -1.82894
H -4.29357 -3.18754 -2.30241
H -4.50232 -3.06729 -0.54984
H -3.36921 -5.09311 -1.63837
H -4.51625 -0.64912 -0.71236
H -2.88172 1.09562 0.18216
N 0.26602 3.42031 3.57339
C 0.46580 2.19479 4.25742
C 0.63346 1.26037 3.32551
N 0.59525 1.79028 2.05458
C 0.32404 3.12850 2.22498
C 0.06766 3.98570 1.10490
N 0.02152 3.45103 -0.11990
C -0.21538 4.45776 -0.99075
C -0.42526 5.62230 -0.25340
N -0.29481 5.28316 1.06051
H 0.08900 4.33415 3.96024
H 0.67465 2.16437 5.31940
H 0.64424 0.14368 3.38252
H -0.27906 4.22911 -2.05904
H -0.56325 6.59455 -0.61507
H -0.33356 5.87879 1.88255
*
```

=====

7.
This record from the OMol25 dataset describes C31H33GeN2O2S2Sn as an isolated structure. The level of theory is ωB97M-V/def2-TZVPD.

E	-4548.7107	Ha
energy above the lowest of the compared OMol25 structures with the same formula, charge and spin	32.7	kJ/mol
gap between HOMO and LUMO	6.04	eV

```
! wB97M-V def2-TZVPD RIJCOSX def2/J DEFGRID3
* xyz -1 1
Sn -1.59568 -0.45546 0.68065
S -2.53204 -1.64952 3.03248
C -3.06920 -2.85815 1.89769
C -3.95113 -3.90765 2.20983
C -4.29406 -4.80868 1.22660
C -3.77923 -4.66712 -0.06408
C -2.93604 -3.60199 -0.30217
N -2.59377 -2.73502 0.64700
H -4.33789 -3.98958 3.21611
H -4.96732 -5.62667 1.45513
H -4.03124 -5.36030 -0.85451
H -2.50604 -3.41659 -1.28215
N 0.70992 -1.55946 3.74685
C 0.89496 -0.28677 3.30441
O 0.31976 0.66151 3.82651
C 1.90719 -0.12166 2.19665
C 1.69246 -1.08483 1.01951
H -0.15407 -1.71866 4.24527
H 0.94630 -2.29559 3.10145
H 2.90106 -0.25994 2.64192
H 1.83198 0.90384 1.83343
H 1.82953 -2.12233 1.37247
H 2.55324 -0.93304 0.35345
C 0.38518 -0.86748 0.27023
Ge 0.77504 -0.22756 -1.48485
C -0.77609 -0.02177 -2.69104
C -1.14637 -1.10390 -3.49237
C -2.25761 -1.04085 -4.32348
C -3.02210 0.11619 -4.37221
C -2.66667 1.20481 -3.58881
C -1.55635 1.13376 -2.75824
C 1.79055 1.47595 -1.40359
C 1.14143 2.58461 -0.85315
C 1.80524 3.78357 -0.63416
C 3.15576 3.89072 -0.94460
C 3.82376 2.79866 -1.47767
C 3.14359 1.60571 -1.70799
C 1.94649 -1.49569 -2.45635
C 2.13734 -2.78116 -1.94916
C 2.91092 -3.71439 -2.62927
C 3.50566 -3.37551 -3.83674
C 3.31978 -2.10341 -4.36141
C 2.54595 -1.17627 -3.67490
H -0.55431 -2.01286 -3.46718
H -2.52619 -1.89568 -4.93333
H -3.89165 0.16887 -5.01638
H -3.26072 2.11031 -3.61552
H -1.31040 1.99268 -2.14653
H 0.09903 2.52272 -0.56167
H 1.25604 4.61708 -0.21161
H 3.68644 4.81855 -0.76577
H 4.87955 2.87028 -1.71330
H 3.68411 0.76118 -2.12215
H 1.65499 -3.04320 -1.01299
H 3.04700 -4.70844 -2.21908
H 4.10862 -4.10076 -4.37024
H 3.77532 -1.83574 -5.30780
H 2.39975 -0.18796 -4.09985
O -1.34236 4.06795 1.15069
S -0.78908 2.95573 1.99618
C -2.01531 2.68437 3.33028
C -1.43987 3.20932 4.64361
C -0.46866 4.32879 4.27212
C 0.37814 3.74597 3.14975
H -2.28704 1.63027 3.36069
H -2.86213 3.27523 2.97797
H -0.89371 2.40622 5.13819
H -2.23369 3.55064 5.31102
H 0.14412 4.63804 5.12154
H -1.01099 5.20439 3.90666
H 1.04070 2.96047 3.51181
H 0.93211 4.47319 2.55814
*
```

=====

8.
This record from the OMol25 dataset describes C13H31ClN3O5Zn as an isolated structure in a non-equilibrium geometry. The level of theory is ωB97M-V/def2-TZVPD.

E	-3293.4957	Ha
energy above the lowest of the compared OMol25 structures with the same formula, charge and spin	968.3	kJ/mol
gap between HOMO and LUMO	2.16	eV

```
! wB97M-V def2-TZVPD RIJCOSX def2/J DEFGRID3
* xyz 1 1
Zn -3.68632 0.83482 2.60734
Cl -1.65519 1.58054 1.40052
C 3.41023 -4.48659 3.55328
O 2.94496 -4.34985 2.15456
C 2.98494 -3.01353 1.67857
C 1.72730 -2.22666 2.04278
O 0.60271 -2.85422 1.52205
C -0.58132 -2.10699 1.66547
H 3.55020 -5.55041 3.74510
H 2.66904 -4.12288 4.26494
H 4.37828 -4.01327 3.71745
H 3.15960 -2.97596 0.60330
H 3.89235 -2.53969 2.05300
H 1.79930 -1.15020 1.88731
H 1.65687 -2.27605 3.12938
H -0.81343 -2.10110 2.73045
H -1.41163 -2.60081 1.16067
H -0.43087 -1.09128 1.29969
C 1.89857 1.94658 1.09485
C 2.01540 0.91538 -0.05941
O 3.11838 0.90550 -0.63648
N 0.90382 0.23426 -0.32412
C 0.81842 -0.72628 -1.46119
H 1.72073 1.46183 2.05480
H 1.05471 2.62623 0.97624
H 2.87027 2.43088 1.19154
H 0.01622 0.48855 0.08527
H 0.71342 -1.74991 -1.10165
H 1.68188 -0.67357 -2.12433
H 0.04156 -0.49638 -2.19039
C -3.66915 0.66301 -1.87728
C -3.21837 -0.57724 -2.55196
O -3.35386 -0.75270 -3.72898
N -2.70594 -1.42960 -1.66573
C -2.11044 -2.67467 -1.99933
H -4.60480 0.50893 -1.33978
H -3.83184 1.46122 -2.60149
H -2.92116 1.10425 -1.21855
H -2.79670 -1.24830 -0.67629
H -1.58129 -2.65449 -2.95206
H -2.93924 -3.37768 -2.08287
H -1.49618 -3.00912 -1.16331
C -0.91386 5.38791 0.12207
C -0.41355 4.81918 -1.21557
O 0.02082 5.58102 -2.10083
N -0.50833 3.52389 -1.35361
C -0.12508 2.82713 -2.53682
H -1.32233 4.57813 0.72664
H -1.60417 6.20927 -0.07009
H -0.07013 5.80837 0.66928
H -0.84691 3.00991 -0.55281
H 0.95018 2.65467 -2.58351
H -0.36406 3.41021 -3.42621
H -0.62393 1.85799 -2.54176
*
```

=====

Which value of E does entry 1 give? -414.3704 Ha

=====

Which formula does entry 7 have? C31H33GeN2O2S2Sn